No. 1
Formula: C24H33N2O5P2PrS
Source: the Open Molecules 2025 dataset
Level of theory: ωB97M-V/def2-TZVPD

Electronic energy   -3017.8615 hartree
<S²>   2.01
Gap between HOMO and LUMO (alpha / beta)   5.74 / 5.78 eV
2S+1   3

Geometry (Å):
C (-0.460, 3.938, -2.643)
C (-0.716, 2.674, -2.053)
N (0.185, 2.158, -1.112)
C (1.099, 2.985, -0.558)
C (1.253, 4.295, -1.027)
C (0.507, 4.753, -2.117)
C (-1.868, 1.952, -2.444)
P (-2.346, 0.368, -1.849)
Pr (0.218, -0.284, -0.575)
P (2.793, 0.862, 0.367)
C (1.923, 2.496, 0.658)
C (0.273, -2.924, -0.462)
C (-0.758, -3.551, 0.206)
C (-0.719, -4.961, 0.345)
C (0.350, -5.693, -0.181)
C (1.380, -5.023, -0.849)
C (1.331, -3.618, -1.008)
O (0.141, 2.290, -6.574)
O (-0.576, -2.915, -4.760)
H (-1.077, 4.265, -3.492)
H (2.020, 4.899, -0.554)
H (0.668, 5.772, -2.489)
C (-3.893, 0.817, -0.940)
C (-3.149, -0.509, -3.311)
H (2.710, 3.251, 0.875)
H (1.216, 2.339, 1.513)
H (-0.243, 1.385, -6.690)
H (-2.335, 2.260, -3.400)
C (3.466, 0.452, 2.022)
C (4.260, 1.375, -0.583)
H (-1.598, -2.993, 0.629)
H (-1.535, -5.468, 0.862)
H (0.383, -6.780, -0.063)
H (2.221, -5.581, -1.261)
H (2.137, -3.120, -1.557)
H (2.381, -0.654, -1.418)
H (0.282, -3.354, -4.889)
H (-0.362, -2.107, -4.244)
H (1.044, 2.155, -6.283)
H (2.632, -1.224, -0.964)
H (-4.707, 1.056, -1.649)
H (-4.169, -0.029, -0.295)
H (-3.638, 1.692, -0.324)
H (-3.830, 0.203, -3.830)
H (-2.358, -0.856, -4.007)
H (-3.721, -1.395, -2.952)
H (4.989, 1.852, 0.083)
H (4.677, 0.456, -1.014)
H (3.964, 2.046, -1.398)
H (4.468, 0.913, 2.106)
H (2.780, 0.788, 2.828)
H (3.560, -0.652, 2.030)
O (-0.514, 3.000, 4.282)
S (0.116, 1.743, 3.980)
O (1.530, 1.585, 4.262)
N (-0.204, 1.230, 2.408)
C (-0.927, 0.124, 2.352)
O (-1.155, -0.499, 1.228)
C (-1.343, -0.380, 3.654)
C (-2.063, -1.549, 3.970)
C (-2.178, -1.912, 5.316)
C (-1.579, -1.128, 6.321)
C (-0.866, 0.037, 5.999)
C (-0.787, 0.390, 4.653)
H (-2.510, -2.142, 3.170)
H (-2.734, -2.808, 5.604)
H (-1.661, -1.419, 7.366)
H (-0.375, 0.672, 6.735)



No. 2
Formula: C2H4OS
Source: the Open Molecules 2025 dataset
Level of theory: ωB97M-V/def2-TZVPD

Electronic energy   -551.9184 hartree
Gap between HOMO and LUMO (alpha / beta)   7.97 / 7.16 eV
2S+1   1

Geometry (Å):
C (-0.534, 0.655, -0.071)
C (0.158, -0.575, 0.327)
O (1.360, -0.914, -0.176)
S (-2.174, -0.039, 0.071)
H (-0.480, 1.524, 0.466)
H (-0.223, 0.753, -1.088)
H (0.142, -0.981, 1.415)
H (1.751, -0.422, -0.944)



No. 3
Formula: C54H108Cl6N4O7
Source: the Open Molecules 2025 dataset
Level of theory: ωB97M-V/def2-TZVPD

Electronic energy   -5628.3593 hartree
Gap between HOMO and LUMO   5.66 eV
Total charge   +2
2S+1   1

Geometry (Å):
C (-3.402, 3.639, 9.450)
C (-3.591, 3.237, 7.954)
C (-2.290, 2.800, 7.290)
C (-2.481, 1.798, 6.156)
N (-1.473, 0.665, 6.057)
C (-1.493, 0.052, 4.652)
C (-0.380, 0.664, 3.813)
C (0.672, 0.994, 4.907)
C (-0.007, 1.090, 6.278)
C (-1.754, -0.360, 7.126)
H (-3.672, 4.688, 9.566)
H (-2.384, 3.476, 9.790)
H (-4.159, 3.126, 10.040)
H (-3.965, 4.111, 7.421)
H (-4.369, 2.475, 7.879)
H (-1.532, 2.400, 7.968)
H (-1.842, 3.719, 6.906)
H (-2.395, 2.285, 5.183)
H (-3.483, 1.370, 6.194)
H (-1.377, -1.024, 4.802)
H (-2.522, 0.085, 4.289)
H (0.125, 0.006, 3.111)
H (-0.800, 1.526, 3.299)
H (1.398, 0.188, 4.831)
H (1.153, 1.947, 4.693)
H (0.391, 0.315, 6.924)
H (0.077, 2.066, 6.742)
H (-2.831, -0.463, 7.240)
H (-1.370, 0.017, 8.072)
H (-1.222, -1.282, 6.912)
C (4.404, -9.133, 3.209)
C (3.709, -7.793, 3.594)
C (4.379, -6.537, 3.025)
C (3.462, -5.331, 3.158)
N (4.098, -4.029, 2.693)
C (5.400, -3.785, 3.453)
C (5.428, -2.284, 3.915)
C (4.123, -1.659, 3.336)
C (3.234, -2.867, 3.195)
C (4.136, -4.000, 1.132)
H (5.178, -9.049, 2.450)
H (3.703, -9.938, 3.005)
H (4.904, -9.418, 4.136)
H (3.643, -7.842, 4.681)
H (2.672, -7.833, 3.248)
H (4.454, -6.705, 1.944)
H (5.424, -6.420, 3.312)
H (3.192, -5.212, 4.206)
H (2.642, -5.549, 2.476)
H (6.195, -3.945, 2.730)
H (5.447, -4.434, 4.320)
H (6.343, -1.847, 3.522)
H (5.410, -2.195, 4.998)
H (4.249, -1.174, 2.370)
H (3.809, -0.931, 4.080)
H (2.467, -2.685, 2.441)
H (2.642, -3.214, 4.042)
H (4.663, -3.109, 0.805)
H (3.088, -3.971, 0.849)
H (4.652, -4.916, 0.857)
C (-1.693, -3.927, -4.893)
C (-0.936, -3.552, -3.621)
C (-1.636, -3.832, -2.302)
C (-0.642, -4.229, -1.222)
N (-1.315, -4.545, 0.105)
C (-1.981, -3.255, 0.636)
C (-1.854, -3.352, 2.187)
C (-0.753, -4.318, 2.514)
C (-0.260, -4.738, 1.165)
C (-2.198, -5.749, 0.010)
H (-2.043, -4.958, -4.876)
H (-1.065, -3.655, -5.736)
H (-2.592, -3.303, -4.890)
H (-0.547, -2.531, -3.647)
H (-0.018, -4.157, -3.625)
H (-2.351, -4.623, -2.551)
H (-2.253, -2.983, -1.996)
H (0.102, -3.433, -1.109)
H (-0.090, -5.132, -1.490)
H (-3.015, -3.308, 0.310)
H (-1.394, -2.411, 0.282)
H (-2.748, -3.609, 2.760)
H (-1.641, -2.354, 2.580)
H (-1.151, -5.216, 2.997)
H (-0.072, -3.887, 3.246)
H (0.094, -5.767, 1.217)
H (0.546, -4.052, 0.913)
H (-2.688, -6.051, 0.932)
H (-1.516, -6.559, -0.253)
H (-2.862, -5.679, -0.846)
C (-3.076, 6.534, -3.245)
C (-2.423, 5.145, -3.097)
C (-1.934, 4.799, -1.691)
C (-1.160, 3.489, -1.698)
N (-1.185, 2.852, -0.290)
C (-0.528, 1.443, -0.390)
C (-1.525, 0.414, 0.187)
C (-2.609, 1.197, 0.827)
C (-2.600, 2.607, 0.249)
C (-0.319, 3.663, 0.632)
H (-2.794, 7.138, -4.100)
H (-2.983, 7.058, -2.287)
H (-4.168, 6.460, -3.205)
H (-1.459, 5.081, -3.612)
H (-3.124, 4.418, -3.509)
H (-2.835, 4.716, -1.072)
H (-1.395, 5.659, -1.292)
H (-0.081, 3.627, -1.776)
H (-1.650, 2.797, -2.383)
H (0.434, 1.508, 0.110)
H (-0.396, 1.142, -1.427)
H (-0.954, -0.285, 0.805)
H (-1.870, -0.234, -0.620)
H (-2.566, 1.242, 1.920)
H (-3.569, 0.707, 0.654)
H (-2.859, 3.484, 0.834)
H (-3.163, 2.631, -0.684)
H (0.651, 3.651, 0.135)
H (-0.297, 3.267, 1.643)
H (-0.690, 4.685, 0.684)
C (1.407, 1.159, -1.588)
C (1.867, 2.049, -0.619)
C (2.119, 1.645, 0.805)
O (2.202, 2.479, 1.741)
C (1.994, 0.297, 1.185)
C (1.567, -0.698, 0.233)
C (1.242, -0.217, -1.263)
O (0.622, -1.029, -1.974)
O (1.491, -1.916, 0.488)
O (2.031, 3.242, -1.003)
H (1.220, 1.399, -2.622)
H (2.160, -0.018, 2.207)
Cl (4.341, -1.818, -4.867)
C (3.200, -2.067, -3.494)
C (3.332, -3.391, -2.763)
Cl (3.265, -4.769, -3.890)
H (2.175, -1.959, -3.835)
H (3.388, -1.248, -2.801)
H (2.463, -3.482, -2.109)
H (4.211, -3.516, -2.134)
Cl (3.969, 3.443, -6.955)
C (4.352, 2.046, -5.903)
C (3.387, 2.035, -4.709)
Cl (1.709, 1.981, -5.289)
H (5.399, 2.164, -5.637)
H (4.222, 1.130, -6.477)
H (3.471, 3.012, -4.234)
H (3.597, 1.240, -3.999)
Cl (0.901, 6.675, -3.231)
C (2.215, 5.598, -3.690)
C (3.066, 6.125, -4.844)
Cl (3.712, 7.766, -4.625)
H (1.812, 4.613, -3.912)
H (2.829, 5.560, -2.793)
H (2.426, 6.082, -5.726)
H (3.833, 5.379, -5.037)
C (-1.666, 0.351, -3.555)
O (-2.474, 1.404, -3.999)
C (-1.973, 2.016, -5.194)
C (-3.103, 2.616, -5.994)
O (-2.461, 3.613, -6.803)
C (-3.253, 4.413, -7.697)
C (-4.327, 5.203, -6.967)
O (-5.358, 4.425, -6.361)
C (-6.310, 5.230, -5.736)
H (-2.126, -0.236, -2.755)
H (-0.624, 0.613, -3.367)
H (-1.637, -0.422, -4.342)
H (-1.298, 1.366, -5.759)
H (-1.253, 2.796, -4.912)
H (-3.803, 3.052, -5.285)
H (-3.481, 1.866, -6.687)
H (-3.659, 3.952, -8.599)
H (-2.476, 5.123, -7.974)
H (-4.657, 5.934, -7.714)
H (-3.881, 5.749, -6.130)
H (-6.758, 5.991, -6.386)
H (-5.927, 5.773, -4.862)
H (-7.165, 4.653, -5.384)



No. 4
Formula: C4H16O4
Source: the Open Molecules 2025 dataset
Level of theory: ωB97M-V/def2-TZVPD

Electronic energy   -462.9340 hartree
SMILES string   C=C(C)C.O.O.O.O
Gap between HOMO and LUMO   9.77 eV
2S+1   1

Geometry (Å):
C (-0.690, -0.662, 2.320)
C (-1.032, -0.816, 1.042)
C (-1.594, 0.345, 0.271)
C (-0.572, -2.039, 0.292)
H (-0.132, -1.411, 2.873)
H (-1.098, 0.129, 2.941)
H (-0.881, 0.847, -0.389)
H (-2.012, 1.112, 0.919)
H (-2.375, -0.012, -0.415)
H (0.361, -2.440, 0.692)
H (-0.409, -1.900, -0.778)
H (-1.312, -2.834, 0.413)
O (-0.964, -0.376, -3.286)
H (-0.333, -0.849, -3.844)
H (-1.020, -0.929, -2.500)
O (1.511, 2.221, 2.623)
H (0.778, 1.645, 2.859)
H (1.828, 1.907, 1.760)
O (1.201, 1.383, -2.268)
H (0.404, 0.864, -2.459)
H (1.710, 1.473, -3.077)
O (2.480, 0.904, 0.265)
H (1.980, 1.435, -0.377)
H (2.172, 0.001, 0.123)



No. 5
Formula: C7H14N2
Source: the Open Molecules 2025 dataset
Level of theory: ωB97M-V/def2-TZVPD

Electronic energy   -384.5693 hartree
SMILES string   CC(C)=C(C)C=C(N)N
Gap between HOMO and LUMO   7.84 eV
2S+1   1

Geometry (Å):
C (-0.168, 0.712, -1.850)
C (0.687, 0.398, -0.643)
C (1.870, 1.323, -0.510)
C (0.609, -0.807, 0.042)
C (1.761, -1.583, 0.617)
C (-0.714, -1.206, 0.370)
C (-1.587, -0.178, 0.695)
N (-1.293, 0.917, 1.516)
N (-2.942, -0.390, 0.611)
H (-0.872, -0.090, -2.087)
H (-0.729, 1.642, -1.710)
H (0.464, 0.846, -2.738)
H (2.571, 1.221, -1.345)
H (2.427, 1.164, 0.417)
H (1.520, 2.363, -0.497)
H (2.195, -2.229, -0.155)
H (1.455, -2.218, 1.454)
H (2.563, -0.947, 1.001)
H (-1.051, -2.230, 0.214)
H (-0.296, 1.012, 1.674)
H (-1.773, 0.831, 2.408)
H (-3.469, 0.474, 0.638)
H (-3.226, -1.027, -0.121)



No. 6
Formula: C5H10N2O2
Source: the Open Molecules 2025 dataset
Level of theory: ωB97M-V/def2-TZVPD

Electronic energy   -456.4152 hartree
SMILES string   C=CCC(=O)O.C=NN
Gap between HOMO and LUMO   9.34 eV
2S+1   1

Geometry (Å):
C (-0.191, -0.729, -2.259)
C (0.528, -0.023, -1.380)
C (1.212, -0.750, -0.255)
C (1.192, 0.101, 1.047)
O (1.266, -0.426, 2.147)
O (1.654, 1.354, 0.815)
H (-0.446, -0.337, -3.231)
H (-0.625, -1.683, -2.001)
H (1.008, 0.899, -1.674)
H (0.725, -1.698, -0.027)
H (2.267, -0.923, -0.490)
H (1.758, 1.800, 1.668)
C (-1.407, 1.068, -0.072)
N (-0.849, 0.533, 0.969)
N (-1.433, -0.477, 1.632)
H (-0.984, 1.985, -0.442)
H (-2.439, 0.840, -0.333)
H (-2.440, -0.589, 1.627)
H (-0.796, -0.945, 2.258)



No. 7
Formula: CH9N2O
Source: the Open Molecules 2025 dataset
Level of theory: ωB97M-V/def2-TZVPD

Electronic energy   -228.0963 hartree
<S²>   0.75
Gap between HOMO and LUMO (alpha / beta)   4.11 / 10.77 eV
2S+1   2

Geometry (Å):
O (-0.533, -1.924, 0.736)
H (-0.117, -2.096, 1.587)
H (-0.152, -0.751, -1.383)
H (-0.621, -2.822, 0.374)
N (-0.688, 0.057, -0.957)
C (0.499, 1.026, -0.551)
N (0.647, 0.885, 0.870)
H (-1.022, -0.211, -0.029)
H (-1.349, 0.683, -1.460)
H (0.279, 2.076, -0.711)
H (1.278, 0.602, -1.172)
H (1.598, 0.908, 1.245)
H (0.180, 1.569, 1.452)



No. 8
Formula: C56H62AsCdN2O6P3
Source: the Open Molecules 2025 dataset
Level of theory: ωB97M-V/def2-TZVPD

Electronic energy   -6159.2857 hartree
Gap between HOMO and LUMO   7.58 eV
Total charge   +2
2S+1   1

Geometry (Å):
Cd (-0.488, -0.117, 0.117)
O (-1.989, 1.729, -0.568)
P (-2.481, 3.182, -0.631)
C (-2.503, 3.924, 0.994)
P (-0.817, 4.120, 1.784)
O (0.332, 3.716, 0.857)
C (-0.738, 5.898, 2.071)
C (-1.504, 6.598, 2.987)
C (-1.227, 7.927, 3.278)
C (-0.231, 8.575, 2.586)
C (0.529, 7.912, 1.572)
C (0.207, 6.599, 1.313)
C (-0.894, 3.164, 3.288)
C (0.198, 2.395, 3.684)
C (0.088, 1.405, 4.618)
C (-1.138, 1.204, 5.302)
C (-2.109, 2.150, 5.140)
C (-1.994, 3.160, 4.170)
C (-4.123, 3.193, -1.227)
C (-5.073, 2.343, -0.617)
C (-6.430, 2.545, -0.772)
C (-6.872, 3.500, -1.702)
C (-5.973, 4.368, -2.283)
C (-4.583, 4.191, -2.131)
C (-1.568, 4.324, -1.681)
C (-1.809, 5.734, -1.599)
C (-0.982, 6.546, -2.397)
C (-0.243, 5.999, -3.440)
C (-0.103, 4.620, -3.592)
C (-0.713, 3.777, -2.691)
H (-3.133, 3.212, 1.599)
H (-2.999, 4.894, 0.962)
H (-2.311, 6.083, 3.526)
H (-1.877, 8.455, 3.977)
H (-0.002, 9.589, 2.798)
H (1.324, 8.433, 1.025)
H (0.916, 6.083, 0.624)
H (1.157, 2.540, 3.136)
H (0.975, 0.827, 4.890)
H (-1.258, 0.350, 5.956)
H (-3.044, 2.057, 5.705)
H (-2.882, 3.833, 4.009)
H (-4.676, 1.535, 0.049)
H (-7.121, 1.872, -0.285)
H (-7.946, 3.661, -1.884)
H (-6.295, 5.255, -2.838)
H (-3.933, 4.887, -2.624)
H (-2.527, 6.150, -0.897)
H (-1.050, 7.575, -2.275)
H (0.313, 6.664, -4.096)
H (0.458, 4.191, -4.427)
H (-0.544, 2.678, -2.796)
O (3.391, 0.424, -2.339)
H (4.212, 0.713, -1.847)
H (3.769, 0.114, -3.184)
O (-1.634, -0.221, 2.063)
H (-1.102, 0.420, 2.651)
H (-2.612, -0.031, 2.232)
O (-4.172, 0.326, 2.922)
H (-4.253, 1.026, 3.564)
H (-4.499, -0.507, 3.394)
O (1.307, 1.366, -0.036)
H (2.092, 1.270, -0.618)
H (1.131, 2.292, 0.189)
C (0.683, 0.547, -5.400)
C (-0.166, 0.017, -4.330)
C (-1.428, -0.529, -4.364)
C (-1.708, -0.896, -2.993)
N (-0.636, -0.575, -2.252)
N (0.294, -0.049, -3.098)
C (-2.854, -1.711, -2.521)
H (0.263, 1.361, -6.003)
H (0.931, -0.247, -6.113)
H (1.626, 0.958, -4.989)
H (-2.039, -0.745, -5.233)
H (1.155, 0.398, -2.781)
H (-2.727, -2.748, -2.923)
H (-3.704, -1.243, -3.054)
H (-2.990, -1.673, -1.422)
C (1.718, -3.368, -0.368)
C (2.988, -2.661, -0.919)
As (4.449, -3.770, -1.844)
C (3.407, -4.930, -3.105)
C (3.811, -4.650, -4.436)
C (3.391, -5.508, -5.447)
C (2.575, -6.610, -5.146)
C (2.145, -6.823, -3.850)
C (2.566, -5.985, -2.791)
C (4.563, -5.007, -0.360)
C (4.503, -4.562, 0.982)
C (4.770, -5.469, 1.957)
C (4.967, -6.815, 1.714)
C (5.081, -7.233, 0.405)
C (4.853, -6.339, -0.613)
P (0.808, -2.299, 0.800)
C (1.841, -2.100, 2.257)
C (2.385, -0.858, 2.496)
C (3.361, -0.661, 3.493)
C (3.593, -1.676, 4.427)
C (2.993, -2.939, 4.243)
C (2.141, -3.162, 3.151)
C (-0.486, -3.544, 1.274)
C (-0.930, -3.595, 2.588)
C (-1.921, -4.471, 2.960)
C (-2.599, -5.192, 1.993)
C (-2.227, -5.134, 0.680)
C (-1.215, -4.282, 0.289)
H (1.984, -4.394, -0.017)
H (1.005, -3.520, -1.211)
H (3.614, -2.131, -0.224)
H (2.676, -1.952, -1.712)
H (4.452, -3.828, -4.713)
H (3.802, -5.283, -6.427)
H (2.334, -7.264, -5.997)
H (1.658, -7.761, -3.598)
H (2.289, -6.206, -1.727)
H (4.245, -3.569, 1.303)
H (4.847, -5.087, 2.947)
H (4.973, -7.526, 2.534)
H (5.422, -8.247, 0.194)
H (5.074, -6.598, -1.675)
H (1.967, 0.044, 2.083)
H (3.968, 0.234, 3.464)
H (4.225, -1.497, 5.304)
H (3.206, -3.734, 4.896)
H (1.680, -4.147, 2.890)
H (-0.558, -2.891, 3.317)
H (-2.070, -4.676, 4.033)
H (-3.308, -5.949, 2.344)
H (-2.685, -5.728, -0.119)
H (-0.976, -4.206, -0.795)



- The highest 2S+1 belongs to which entry?
  C24H33N2O5P2PrS



- Number 4 is which compound?
  C4H16O4